No. 1
Formula: C54H109BrCl3N16O4
Source: the Open Molecules 2025 dataset
Level of theory: ωB97M-V with the def2-TZVPD basis set

Atoms and positions in Å:
C  -7.05522  3.08878  0.13012
C  -8.18076  2.74334  1.02601
N  -7.99158  3.36883  2.34793
C  -6.87080  3.16269  3.23489
C  -7.01446  4.03507  4.25516
N  -8.10405  4.82824  3.94631
C  -8.64212  4.43422  2.77650
C  -8.74316  5.90825  4.72760
H  -7.10877  4.11220  -0.20892
H  -7.16167  2.41353  -0.78279
H  -6.03699  2.84563  0.42200
H  -8.22191  1.69301  1.25676
H  -9.19075  3.09817  0.68845
H  -6.22066  2.30605  3.02816
H  -6.64115  4.10489  5.24725
H  -9.52033  4.85705  2.31938
H  -9.53407  5.46031  5.34875
H  -9.24534  6.53778  3.97228
H  -7.96347  6.47855  5.23598
C  1.94498  5.62104  -6.33671
C  2.71718  6.48215  -5.33930
N  3.68834  5.71332  -4.48579
C  3.53123  4.41708  -3.95791
C  4.70237  4.06903  -3.40569
N  5.63416  4.97994  -3.74754
C  4.97964  6.03373  -4.36008
C  7.06820  5.05234  -3.29876
H  1.13995  6.13410  -6.87549
H  1.39736  4.76760  -5.86208
H  2.61062  5.18437  -7.07643
H  2.03513  7.10378  -4.72205
H  3.30541  7.24867  -5.89415
H  2.59299  3.92560  -3.81369
H  4.96243  3.13924  -2.85709
H  5.40226  7.01890  -4.57743
H  7.61870  4.12615  -3.44879
H  7.11397  5.39808  -2.29679
H  7.49963  5.78168  -3.97353
C  3.02133  -2.23601  0.57035
C  2.89740  -0.88142  1.14245
N  1.49651  -0.50122  1.13458
C  0.62005  -0.64094  2.21641
C  -0.65543  -0.36696  1.79298
N  -0.52274  -0.00699  0.46089
C  0.72614  -0.19705  0.05629
C  -1.73271  0.26340  -0.32549
H  2.56404  -2.31293  -0.38924
H  2.61193  -2.97884  1.23870
H  4.03507  -2.51897  0.29276
H  3.46528  -0.11691  0.66641
H  3.32469  -0.88093  2.13619
H  1.00880  -0.85650  3.20214
H  -1.56477  -0.32719  2.35321
H  1.00537  -0.38116  -0.95952
H  -1.54223  0.71952  -1.36621
H  -2.40210  0.87685  0.30508
H  -2.26346  -0.72770  -0.29013
C  -2.29086  -0.42060  5.20704
C  -2.80043  -1.88231  4.68733
N  -4.24021  -2.12738  5.09853
C  -5.28040  -1.57762  4.40034
C  -6.38816  -2.19488  4.88820
N  -6.01309  -3.03528  5.94925
C  -4.67637  -2.99044  6.00616
C  -6.95418  -3.92350  6.82627
H  -2.07620  -0.64791  6.29905
H  -3.14237  0.26161  5.01207
H  -1.36463  -0.06390  4.70311
H  -2.16598  -2.63263  5.19202
H  -2.82140  -2.02968  3.59980
H  -5.05982  -0.81519  3.66746
H  -7.40283  -2.11355  4.70439
H  -4.07010  -3.51806  6.69550
H  -6.32826  -4.44109  7.50570
H  -7.51238  -4.50393  6.08901
H  -7.63187  -3.28510  7.40499
C  5.13355  -5.43707  -2.74988
C  6.01889  -4.61314  -1.88292
N  7.30319  -4.28392  -2.45594
C  7.47380  -3.22331  -3.29901
C  8.65996  -3.39036  -3.93154
N  9.19693  -4.58904  -3.50987
C  8.38544  -5.09481  -2.58606
C  10.42634  -5.31468  -4.02685
H  4.14313  -5.58178  -2.25625
H  5.61069  -6.39625  -2.73371
H  5.01564  -5.02360  -3.74603
H  6.25718  -5.20999  -1.02020
H  5.62546  -3.63440  -1.58108
H  6.72467  -2.45470  -3.32653
H  9.13488  -2.89952  -4.75736
H  8.55329  -6.03051  -2.01607
H  11.11969  -5.26032  -3.21177
H  10.79544  -4.73411  -4.87153
H  10.09381  -6.28707  -4.31955
C  -4.23681  4.62935  -4.78647
C  -5.72729  4.27965  -4.93112
N  -5.93000  2.80021  -5.17025
C  -7.11510  2.21427  -5.79131
C  -6.94113  0.90136  -5.60165
N  -5.72938  0.63006  -4.94423
C  -5.21059  1.81005  -4.69413
C  -5.18783  -0.67344  -4.54190
H  -3.78125  4.16623  -3.87076
H  -4.11373  5.64130  -4.59741
H  -3.62079  4.16539  -5.57686
H  -6.09558  4.75153  -5.82545
H  -6.32103  4.45601  -4.09799
H  -7.94367  2.84508  -6.22639
H  -7.56415  0.10011  -5.91235
H  -4.28651  1.99647  -4.18670
H  -5.99952  -1.01942  -3.87910
H  -4.29365  -0.48709  -3.95764
H  -5.13529  -1.34995  -5.41430
C  1.55538  -9.84287  4.65943
C  1.96816  -9.53977  6.08928
N  2.72625  -8.25773  6.11213
C  2.22948  -6.97932  5.94407
C  3.16358  -6.10021  6.23400
N  4.30150  -6.82500  6.58832
C  3.99838  -8.14702  6.56291
C  5.61397  -6.21653  7.06756
H  1.02053  -9.00377  4.23632
H  0.79600  -10.63883  4.65801
H  2.39337  -10.07285  4.01611
H  2.56970  -10.23629  6.66991
H  1.01601  -9.44702  6.73618
H  1.20720  -6.90729  5.62306
H  3.23906  -5.05448  6.16891
H  4.57548  -8.94279  6.94827
H  5.57555  -6.11252  8.15701
H  5.51892  -5.23062  6.70488
H  6.50535  -6.68910  6.72468
C  -0.10839  -2.91392  -8.68529
O  -0.03202  -1.99346  -7.55749
C  0.68927  -0.80699  -7.73202
C  0.89421  -0.15757  -6.33087
N  0.10709  -0.75297  -5.26400
H  -0.63925  -0.12141  -4.99889
H  -0.36798  -1.49440  -5.76258
C  0.75276  -1.42990  -4.05788
C  1.37930  -2.80952  -4.33115
O  0.31776  -3.66067  -4.78146
C  0.27459  -5.01192  -4.18933
H  -1.03351  -2.87278  -9.25217
H  -0.05624  -3.89427  -8.29509
H  0.75720  -2.74216  -9.32124
H  0.27927  -0.12148  -8.48602
H  1.72605  -1.03366  -8.05278
H  0.60990  0.91096  -6.40334
H  1.95614  -0.24910  -6.04994
H  -0.15285  -1.63838  -3.41419
H  1.30434  -0.69324  -3.45082
H  1.74425  -3.24109  -3.40820
H  2.17245  -2.82356  -5.05132
H  -0.65801  -5.42995  -4.55367
H  0.22205  -4.96143  -3.07455
H  1.08406  -5.63877  -4.52155
C  1.91496  3.66065  1.05137
O  1.70508  4.56696  2.14815
C  2.83890  5.38241  2.51463
C  2.43862  5.87633  3.88605
N  1.93332  4.63873  4.63278
H  1.20858  4.21816  4.02075
H  2.61514  3.90485  4.73674
C  1.37270  4.82662  5.99005
C  -0.02639  5.38118  6.02613
O  -0.13883  6.49039  5.20069
C  -1.31986  7.23636  5.38691
H  2.42915  4.06427  0.21630
H  0.93619  3.44703  0.61839
H  2.30209  2.76548  1.47918
H  2.87290  6.18814  1.81336
H  3.68646  4.74307  2.51397
H  1.59163  6.53755  3.74976
H  3.22122  6.33135  4.46089
H  1.99393  5.53975  6.50383
H  1.36353  3.85686  6.47642
H  -0.21295  5.63053  7.07003
H  -0.68445  4.55036  5.78078
H  -1.15891  8.12673  4.79134
H  -1.43735  7.39401  6.45231
H  -2.14776  6.60987  5.00306
Cl  -2.16490  1.09004  -4.54687
Cl  -3.96282  1.00573  2.17171
Cl  1.47679  -3.05873  4.94723
Br  3.34715  0.76236  -2.49958

Properties
highest occupied orbital energy: -14.4 eV
charge: +5
multiplicity: 1

---

No. 2
Formula: C54H113N6O16
Source: the Open Molecules 2025 dataset
Level of theory: ωB97M-V with the def2-TZVPD basis set

Atoms and positions in Å:
C  19.56845  20.43298  13.73790
C  18.11598  20.73972  13.31124
C  18.05353  21.29021  11.84205
C  16.75148  21.37893  11.08063
C  15.80762  20.18423  11.16020
C  15.75485  19.49020  12.53544
N  17.13082  19.47296  13.22921
O  17.32398  18.61674  14.36546
C  15.18442  18.02954  12.37677
C  14.67675  20.10628  13.35985
C  17.43026  21.79599  14.20739
H  20.10120  21.35168  13.98337
H  20.21246  19.86758  13.06435
H  19.49532  19.84000  14.64957
H  18.70624  20.64725  11.25157
H  18.46040  22.29776  11.92812
H  16.97106  21.73615  10.07452
H  16.21018  22.17497  11.59193
H  16.16850  19.46241  10.42751
H  14.79664  20.38182  10.80384
H  14.20690  17.82828  11.93853
H  15.16489  17.54890  13.35488
H  15.84234  17.41655  11.76076
H  14.76390  21.19101  13.42217
H  14.46525  19.63829  14.32128
H  13.72815  20.07691  12.82377
H  16.77764  21.42059  14.99558
H  16.81385  22.49392  13.64077
H  18.03082  22.48901  14.79660
C  21.20379  18.90523  17.68946
C  22.63183  19.24149  17.27884
C  22.90553  19.02058  15.70620
N  24.34129  19.52182  15.24419
C  24.57982  19.09166  13.81249
C  25.34558  18.81042  16.13212
C  25.84478  19.87270  17.07119
C  25.88896  21.09809  16.09383
C  24.51054  21.04722  15.39078
H  20.76097  18.05302  17.17396
H  20.54113  19.75218  17.51152
H  21.06995  18.65397  18.74163
H  23.36769  18.83118  17.97041
H  22.73140  20.30040  17.51739
H  22.25222  19.61010  15.06297
H  22.79964  17.96495  15.45609
H  25.60359  19.28734  13.49354
H  23.78559  19.53225  13.20984
H  24.37659  18.02208  13.75986
H  26.18185  18.54787  15.48419
H  24.95970  17.92076  16.62982
H  26.86653  19.68194  17.39944
H  25.16654  20.01171  17.91307
H  26.73435  20.86360  15.44695
H  26.04038  22.07717  16.54830
H  24.45284  21.61045  14.45937
H  23.76137  21.48320  16.05166
C  13.93450  13.19118  16.48475
C  13.06171  12.88403  17.70946
C  13.37784  11.50790  18.25125
N  13.38820  11.43328  19.79599
C  14.62994  12.09825  20.36020
C  12.06398  11.91344  20.44512
C  10.96136  10.87954  20.21211
C  11.76393  9.57561  20.44506
C  13.26778  9.91821  20.18115
H  13.57324  12.50863  15.71551
H  14.95938  12.82404  16.53873
H  13.96945  14.22279  16.13451
H  12.02729  13.18492  17.54353
H  13.30347  13.69856  18.39223
H  14.34659  11.07001  18.01066
H  12.64262  10.76774  17.93549
H  15.33080  11.26519  20.30646
H  14.53563  12.33529  21.41993
H  14.89497  12.99782  19.80465
H  12.22903  12.19681  21.48463
H  11.82180  12.88896  20.02345
H  10.16227  10.91530  20.95257
H  10.47305  10.98427  19.24325
H  11.76034  9.12955  21.43960
H  11.31640  8.74343  19.90166
H  13.81683  9.76988  21.11101
H  13.64300  9.24203  19.41297
C  16.95984  12.37386  23.24389
C  18.48215  12.03013  23.31433
C  19.18380  11.93213  21.90346
N  20.71958  11.85674  21.91004
C  21.36266  13.13210  22.45478
C  21.17836  11.63300  20.42231
C  22.54312  10.99633  20.63113
C  22.66126  10.37940  22.04464
C  21.22878  10.54362  22.63590
H  16.30816  12.04444  24.05315
H  16.54608  11.71137  22.48363
H  16.77962  13.40267  22.93214
H  18.55214  11.14296  23.94372
H  18.75308  12.93035  23.86597
H  19.07070  12.84937  21.32555
H  18.80938  11.16455  21.22616
H  20.75916  13.99147  22.16258
H  22.43952  13.21478  22.30764
H  21.04512  13.05116  23.49436
H  21.10793  12.56015  19.85349
H  20.47007  10.89270  20.05033
H  23.32217  11.75576  20.56439
H  22.68875  10.39960  19.73068
H  23.23895  11.06202  22.66788
H  22.96420  9.33685  22.14180
H  21.17989  10.86012  23.67779
H  20.51615  9.79685  22.28580
C  8.83171  23.87185  16.83994
C  10.16181  23.12918  16.88505
C  9.95179  21.79353  17.59703
N  11.15603  20.89616  17.77422
C  12.05330  20.66503  16.54047
C  10.71559  19.54707  18.42248
C  11.79450  19.03766  19.29564
C  12.21979  20.36419  19.95472
C  12.07857  21.48847  18.91685
H  8.99828  24.61072  16.05608
H  8.55991  24.31033  17.80014
H  7.99446  23.24549  16.53209
H  10.90871  23.74894  17.38116
H  10.56515  22.75910  15.94246
H  9.24704  21.10992  17.12363
H  9.51176  22.13490  18.53401
H  12.89157  20.04874  16.86540
H  12.35312  21.61352  16.09487
H  11.35592  20.13113  15.89493
H  10.58839  18.81016  17.62945
H  9.75635  19.74838  18.89936
H  12.57904  18.72057  18.60859
H  11.70499  18.21572  20.00591
H  13.24821  20.31448  20.31246
H  11.56200  20.58694  20.79483
H  13.07098  21.82604  18.61810
H  11.70957  22.43864  19.30303
C  15.94765  20.33884  17.92725
C  15.90858  18.75139  17.80976
C  16.21970  18.19356  19.19676
N  16.33379  16.60571  19.11642
C  15.14459  15.96979  18.38526
C  17.74643  16.25390  18.41817
C  18.77990  15.90730  19.61108
C  17.96842  16.07800  20.89021
C  16.45571  15.78067  20.42347
H  15.74473  20.81524  16.96810
H  16.97540  20.63789  18.13320
H  15.34381  20.71857  18.75144
H  16.51507  18.37080  16.98791
H  14.86359  18.57927  17.55193
H  15.42626  18.49927  19.87872
H  17.18525  18.48415  19.61074
H  14.15026  16.33118  18.64754
H  15.12082  14.90049  18.59539
H  15.32512  16.13817  17.32358
H  17.48644  15.30506  17.94892
H  18.12937  16.98427  17.70541
H  19.15491  14.88475  19.65389
H  19.70744  16.47916  19.58366
H  18.32498  15.42700  21.68844
H  18.01191  17.08543  21.30408
H  16.53497  14.74133  20.10471
H  15.65691  16.02237  21.12461
O  11.30510  16.32712  22.55683
C  12.55273  16.12326  22.17697
O  12.91100  14.94536  22.13157
O  13.36904  17.06169  22.06585
H  11.23346  15.38155  22.40732
O  17.09615  11.59136  16.91562
C  17.40458  11.61094  18.23370
O  17.50430  10.57068  18.88249
O  17.51175  12.68505  18.83859
H  17.23862  10.65013  16.79158
O  11.91615  16.45531  14.55501
C  12.26169  16.88624  15.74470
O  11.80497  16.37775  16.75686
O  13.11587  17.79842  15.66787
H  12.59218  17.09895  14.33070
O  15.14188  23.21878  15.90136
C  14.78013  23.66072  17.04578
O  13.58004  23.99206  17.18151
O  15.54118  23.81324  17.99570
H  14.28662  23.55121  15.61918
O  19.53281  19.44483  21.71347
C  19.13642  20.23827  22.72285
O  18.08195  20.84199  22.61330
O  19.75076  20.27718  23.79803
H  18.80234  19.88594  21.27366

Properties
<S²>: 0.76
highest occupied orbital energy: -5.2 eV
multiplicity: 2

---

Question: The lowest multiplicity belongs to which entry?
Answer: C54H109BrCl3N16O4

---

Question: multiplicity of number 1 (C54H109BrCl3N16O4)?
Answer: 1

---

Question: Which of these has the lowest highest occupied orbital energy?
Answer: C54H109BrCl3N16O4